No. 1
{
  "formula": "C3H5BrO",
  "method": "ωB97M-V/def2-TZVPD",
  "symbols": ["Br", "O", "C", "C", "C", "H", "H", "H", "H", "H"],
  "coordinates": [[-1.7414, 2.5967, 0.3211], [0.3548, -1.4894, -0.4618], [1.0080, -1.2646, 0.5056], [-1.0538, 1.2921, -0.5242], [-1.0119, 0.5543, -1.5131], [-0.1515, 0.7650, 0.6782], [0.5277, 0.3093, 0.9838], [-0.6326, -0.3141, -2.0451], [0.6570, -1.4166, 1.5139], [2.0436, -1.0327, 0.5418]],
  "nbo_charge": [0.25, -0.54, 0.23, -0.39, -0.12, 0.09, -0.02, 0.27, 0.11, 0.12],
  "total_charge": 0,
  "multiplicity": 1,
  "lumo_ev": 0.18,
  "homo_lumo_gap_ev": 9.8
}


No. 2
{
  "formula": "C3H5BrO",
  "method": "ωB97M-V/def2-TZVPD",
  "symbols": ["Br", "O", "C", "C", "C", "H", "H", "H", "H", "H"],
  "coordinates": [[-3.6808, -0.2432, -0.3151], [-0.3212, -2.0591, 0.3474], [-0.2262, 0.1799, -0.1915], [-0.6849, -1.1412, -0.3019], [0.9847, 0.1653, 0.6579], [1.7207, -0.6323, 0.2638], [-1.4477, -1.1555, -1.0758], [1.5812, 1.0779, 0.7170], [0.7188, -0.2831, 1.6304], [-0.3395, 1.0985, -0.7844]],
  "nbo_charge": [-0.44, -0.45, 0.12, 0.26, -0.74, 0.29, 0.19, 0.24, 0.29, 0.25],
  "total_charge": 0,
  "multiplicity": 1,
  "lumo_ev": [-3.92, -3.91],
  "homo_lumo_gap_ev": [5.3, 5.3]
}


No. 3
{
  "formula": "C3H5BrO",
  "method": "ωB97M-V/def2-TZVPD",
  "symbols": ["Br", "O", "C", "C", "C", "H", "H", "H", "H", "H"],
  "coordinates": [[-2.0435, -0.8277, 1.8638], [1.6154, 0.1277, 0.4127], [0.3215, 0.5569, 0.5434], [-0.8236, -1.4773, -0.7203], [-0.8111, -0.7367, 0.3280], [0.0326, 1.0219, -0.3798], [-0.1433, -1.3446, -1.5214], [-0.0078, 1.1133, 1.4188], [2.1931, -0.3382, 1.1566], [-1.6377, -2.1866, -0.8923]],
  "nbo_charge": [-0.01, -0.73, -0.05, -0.47, -0.05, 0.19, 0.22, 0.18, 0.50, 0.22],
  "smiles": "C=C(Br)CO",
  "total_charge": 0,
  "multiplicity": 1,
  "lumo_ev": 0.70,
  "homo_lumo_gap_ev": 10.4
}


No. 4
{
  "formula": "C3H5BrO2P",
  "method": "ωB97M-V/def2-TZVPD",
  "symbols": ["Br", "P", "O", "O", "C", "C", "C", "H", "H", "H", "H", "H"],
  "coordinates": [[-2.6889, 1.5863, 2.2226], [-1.2193, 1.5505, -0.7765], [-2.2444, 0.6306, -1.2916], [-1.2727, 2.9986, -1.0518], [0.4139, 0.6493, -0.8118], [-0.9118, 1.2157, 1.7953], [0.2361, -0.6489, -1.0794], [0.9711, -1.4251, -1.1468], [1.3741, 1.2004, -0.5999], [-0.1403, 1.5570, 2.4304], [-0.9260, 0.1384, 1.8141], [-0.8610, -0.8537, -1.1262]],
  "nbo_charge": [-0.07, 2.18, -1.13, -1.11, -0.57, -0.87, -0.43, 0.18, 0.21, 0.18, 0.17, 0.25],
  "total_charge": -1,
  "multiplicity": 1,
  "lumo_ev": 3.64,
  "homo_lumo_gap_ev": 7.1
}


No. 5
{
  "formula": "C3H5BrOS",
  "method": "ωB97M-V/def2-TZVPD",
  "symbols": ["Br", "S", "O", "C", "C", "C", "H", "H", "H", "H", "H"],
  "coordinates": [[2.4441, 0.0922, -0.8548], [-1.0117, 2.4220, -0.1018], [-1.5782, 0.0309, 0.9880], [1.3654, -0.2339, 1.7770], [-0.8163, 0.6748, 0.0370], [1.2014, 0.2177, 0.5409], [-0.8467, 0.3284, -0.9533], [-1.1912, 2.7155, 1.1094], [-1.2984, 0.1522, 1.8898], [0.4423, -0.2410, 2.3346], [2.1498, -0.8376, 2.1686]],
  "nbo_charge": [0.07, 0.03, -0.69, -0.50, 0.05, -0.14, 0.20, 0.10, 0.49, 0.17, 0.22],
  "total_charge": 0,
  "multiplicity": 1,
  "lumo_ev": 0.59,
  "homo_lumo_gap_ev": 9.4
}


No. 6
{
  "formula": "C3H5BrOS",
  "method": "ωB97M-V/def2-TZVPD",
  "symbols": ["Br", "S", "O", "C", "C", "C", "H", "H", "H", "H", "H"],
  "coordinates": [[2.9692, 0.8180, 0.2245], [2.1299, -1.2644, -0.0787], [0.8675, -1.1495, -1.0892], [-0.3827, -0.9243, -0.5002], [-0.3881, 0.1949, 0.5358], [-0.9818, 1.3676, 0.3959], [-0.7033, -1.8633, -0.0714], [-1.1969, -0.6409, -1.3896], [-0.9666, 2.1472, 1.0783], [0.3789, -0.1342, 1.2309], [-1.7262, 1.4489, -0.3363]],
  "nbo_charge": [-0.14, 0.49, -0.65, -0.10, -0.22, -0.35, 0.19, 0.19, 0.20, 0.21, 0.19],
  "smiles": "C=CCOSBr",
  "total_charge": 0,
  "multiplicity": 1,
  "lumo_ev": -0.48,
  "homo_lumo_gap_ev": 8.7
}


No. 7
{
  "formula": "C3H5BrS",
  "method": "ωB97M-V/def2-TZVPD",
  "symbols": ["Br", "S", "C", "C", "C", "H", "H", "H", "H", "H"],
  "coordinates": [[3.1983, -0.4220, -1.7433], [-0.8127, 0.5855, -0.3704], [0.5775, -0.4162, -0.5061], [-1.5303, 0.0475, 1.1990], [1.6464, 0.4268, -1.2045], [1.3294, 1.3861, -1.3358], [-0.8276, 0.3591, 1.9069], [-1.6430, -1.1075, 1.1617], [0.5487, -1.4483, -0.2233], [-2.4868, 0.5891, 1.1158]],
  "nbo_charge": [0.09, 0.26, -0.39, -0.74, -0.34, 0.21, 0.22, 0.22, 0.22, 0.24],
  "smiles": "CS/C=C/Br",
  "total_charge": 0,
  "multiplicity": 1,
  "lumo_ev": 0.50,
  "homo_lumo_gap_ev": 8.4
}


No. 8
{
  "formula": "C3H5Cl",
  "method": "ωB97M-V/def2-TZVPD",
  "symbols": ["Cl", "C", "C", "C", "H", "H", "H", "H", "H"],
  "coordinates": [[2.3352, 0.0467, 0.0111], [-0.5875, 0.7522, 0.2963], [0.6371, 0.1897, -0.4216], [-0.3420, -0.7263, 0.2429], [-0.3093, 1.0012, 1.3551], [-1.1020, -1.2489, -0.3773], [-0.1141, -1.4167, 1.0848], [-1.2904, 1.4310, -0.2431], [0.7730, -0.0289, -1.9482]],
  "nbo_charge": [-0.02, -0.45, -0.21, -0.46, 0.23, 0.22, 0.24, 0.25, 0.20],
  "total_charge": 0,
  "multiplicity": 1,
  "lumo_ev": 0.83,
  "homo_lumo_gap_ev": 10.9
}


No. 9
{
  "formula": "C3H5Cl",
  "method": "ωB97M-V/def2-TZVPD",
  "symbols": ["Cl", "C", "C", "C", "H", "H", "H", "H", "H"],
  "coordinates": [[-2.7988, -0.1977, -0.2729], [0.0308, 1.4903, 0.4286], [1.4476, -0.6120, -0.0713], [0.6076, 0.5715, -0.0233], [1.0131, -1.5609, 0.3384], [2.4268, -0.4662, 0.4399], [-4.0408, -0.7429, -0.3925], [-0.4602, 2.4671, 0.6089], [1.7738, -0.9490, -1.0558]],
  "nbo_charge": [-0.28, -0.24, -0.70, -0.01, 0.24, 0.24, 0.28, 0.24, 0.23],
  "smiles": "C#CC.Cl",
  "total_charge": 0,
  "multiplicity": 1,
  "lumo_ev": 0.73,
  "homo_lumo_gap_ev": 10.9
}


No. 10
{
  "formula": "C3H5Cl",
  "method": "ωB97M-V/def2-TZVPD",
  "symbols": ["Cl", "C", "C", "C", "H", "H", "H", "H", "H"],
  "coordinates": [[-1.3845, 2.3377, 0.8901], [-0.9944, 0.6883, 0.3342], [0.2483, 0.3882, 0.0508], [0.7144, -0.9645, -0.4297], [0.2244, -1.7941, 0.2201], [1.0456, 1.0713, 0.4503], [0.3293, -0.9245, -1.4797], [1.7737, -0.7785, -0.3210], [-1.9567, -0.0239, 0.2849]],
  "nbo_charge": [-0.05, -0.20, -0.22, -0.66, 0.23, 0.22, 0.23, 0.23, 0.23],
  "smiles": "C/C=C/Cl",
  "total_charge": 0,
  "multiplicity": 1,
  "lumo_ev": 1.14,
  "homo_lumo_gap_ev": 10.5
}


No. 11
{
  "formula": "C3H5Cl2F",
  "method": "ωB97M-V/def2-TZVPD",
  "symbols": ["Cl", "Cl", "F", "C", "C", "C", "H", "H", "H", "H", "H"],
  "coordinates": [[-1.5640, -0.0687, 1.5996], [-2.2304, -0.5368, -1.5415], [-0.5976, 1.7095, -0.0696], [1.1318, 0.1730, 0.6862], [-0.5395, -0.5218, -0.9293], [-0.4624, 0.4014, 0.3238], [0.1178, 0.0053, -1.6357], [1.2192, -0.0485, 1.7647], [1.7074, 1.1205, 0.3845], [-0.2444, -1.5242, -0.7289], [1.4622, -0.7096, 0.1461]],
  "nbo_charge": [0.00, -0.06, -0.34, -0.64, -0.41, 0.32, 0.23, 0.23, 0.24, 0.23, 0.21],
  "smiles": "C[C@](F)(Cl)CCl",
  "total_charge": 0,
  "multiplicity": 1,
  "lumo_ev": 0.80,
  "homo_lumo_gap_ev": 11.6
}


No. 12
{
  "formula": "C3H5Cl2F",
  "method": "ωB97M-V/def2-TZVPD",
  "symbols": ["Cl", "Cl", "F", "C", "C", "C", "H", "H", "H", "H", "H"],
  "coordinates": [[2.6866, 0.0564, -0.5729], [0.6506, 2.3051, -0.1569], [1.4476, 0.5034, 1.6337], [1.1975, 0.5229, 0.3298], [0.0352, -0.4389, 0.3219], [-1.2724, -0.1676, -0.5289], [0.2634, -1.3407, -0.3192], [-2.1513, 0.2950, -0.1452], [-0.9289, 0.0822, -1.4931], [-1.7399, -1.1431, -0.4325], [-0.1885, -0.6748, 1.3633]],
  "nbo_charge": [0.00, -0.10, -0.33, 0.40, -0.49, -0.61, 0.24, 0.22, 0.22, 0.21, 0.24],
  "smiles": "CCC(F)(Cl)Cl",
  "total_charge": 0,
  "multiplicity": 1,
  "lumo_ev": 0.50,
  "homo_lumo_gap_ev": 11.7
}


No. 13
{
  "formula": "C3H5Cl2N",
  "method": "ωB97M-V/def2-TZVPD",
  "symbols": ["Cl", "Cl", "N", "C", "C", "C", "H", "H", "H", "H", "H"],
  "coordinates": [[0.1461, -0.1770, 2.4702], [-1.2141, 2.6505, 2.0637], [0.6407, 1.2301, -0.8044], [-0.6388, 0.3846, 1.0250], [-0.9280, -0.7407, 0.0971], [-1.5128, 1.3918, 0.9789], [-2.1884, 1.5521, 0.0746], [-1.4994, -0.0242, -0.5694], [1.3403, 0.8101, -0.1467], [-1.7325, -1.5505, 0.5094], [-0.0560, -1.0258, -0.4589]],
  "nbo_charge": [0.02, 0.05, -0.32, -0.06, -0.65, -0.23, 0.25, 0.22, 0.24, 0.24, 0.24],
  "total_charge": 0,
  "multiplicity": 1,
  "lumo_ev": [-1.12, -1.08],
  "homo_lumo_gap_ev": [8.1, 8.3]
}


No. 14
{
  "formula": "C3H5Cl2O4S",
  "method": "ωB97M-V/def2-TZVPD",
  "symbols": ["Cl", "Cl", "S", "O", "O", "O", "O", "C", "C", "C", "H", "H", "H", "H", "H"],
  "coordinates": [[-2.9371, -0.7855, 1.1017], [2.3716, 0.7201, 0.5639], [-1.9862, 0.6255, -0.2304], [-2.9022, 1.7506, -0.1904], [-0.3995, 1.4419, 1.8088], [-0.2760, 2.4817, -0.1983], [-1.9636, -0.0658, -1.5151], [-0.1731, 1.3790, 0.6150], [0.3608, -1.0720, 0.3400], [0.7290, 0.3470, -0.0291], [-0.5276, -1.3592, -0.2174], [0.7503, 0.5063, -1.1082], [1.1744, -1.7506, 0.0844], [-0.9520, 3.0607, 0.1852], [0.1506, -1.1408, 1.4072]],
  "nbo_charge": [-0.43, -0.09, 1.75, -0.98, -0.68, -0.73, -0.98, 0.62, -0.64, -0.27, 0.25, 0.24, 0.21, 0.50, 0.24],
  "smiles": "C[C@H](Cl)[C@@]([O-])(O)S(=O)(=O)Cl",
  "total_charge": -1,
  "multiplicity": 1,
  "lumo_ev": 3.31,
  "homo_lumo_gap_ev": 8.4
}


No. 15
{
  "formula": "C3H5Cl3N3O2",
  "method": "ωB97M-V/def2-TZVPD",
  "symbols": ["Cl", "Cl", "Cl", "O", "O", "N", "N", "N", "C", "C", "C", "H", "H", "H", "H", "H"],
  "coordinates": [[-0.3184, 3.0755, -0.6101], [-2.3840, 2.0516, 1.2794], [-1.8006, 0.5822, -1.1090], [-1.8093, -2.7024, -1.8152], [-1.0258, -1.9079, 0.1967], [1.6997, -0.6547, 1.1571], [1.2647, 0.3298, -0.9458], [-0.2147, 0.7799, 0.8492], [-1.1051, 1.6240, 0.1120], [0.9258, 0.1094, 0.3564], [-1.4245, -2.3726, -0.7756], [1.2587, -1.2557, 1.8844], [1.7766, -0.5251, -1.5087], [-0.2046, 0.8455, 1.8664], [2.4921, -1.0612, 0.6611], [0.8693, 1.0816, -1.5983]],
  "nbo_charge": [0.03, 0.09, 0.06, -0.48, -0.55, -0.69, -0.33, -0.59, 0.02, 0.27, 1.03, 0.43, 0.41, 0.44, 0.41, 0.47],
  "total_charge": 1,
  "multiplicity": 3,
  "s2": 2.007,
  "lumo_ev": [-3.63, -9.15],
  "homo_lumo_gap_ev": [6.7, 5.2]
}


No. 16
{
  "formula": "C3H5Cl7",
  "method": "ωB97M-V/def2-TZVPD",
  "symbols": ["Cl", "Cl", "Cl", "Cl", "Cl", "Cl", "Cl", "C", "C", "C", "H", "H", "H", "H", "H"],
  "coordinates": [[-3.8820, -4.8587, -15.9191], [-6.0803, -4.4173, -13.9924], [-8.4269, -4.8390, -13.4955], [-3.5889, -5.6171, -13.0318], [-8.4750, -1.8432, -13.2201], [-7.2434, -6.0102, -11.3266], [-4.5864, -6.7277, -10.8707], [-5.5465, -5.3806, -11.3717], [-7.4138, -3.2972, -13.3594], [-4.7104, -5.4268, -14.4595], [-6.7316, -3.3940, -12.5147], [-6.8844, -3.3062, -14.3122], [-5.5390, -4.5887, -10.6227], [-5.1737, -6.3973, -14.6375], [-5.1622, -5.0380, -12.3324]],
  "nbo_charge": [0.02, 0.12, -0.03, 0.00, -0.01, -0.06, 0.01, -0.43, -0.42, -0.32, 0.23, 0.24, 0.22, 0.22, 0.19],
  "total_charge": 0,
  "multiplicity": 1,
  "lumo_ev": -0.15,
  "homo_lumo_gap_ev": 9.6
}


No. 17
{
  "formula": "C3H5ClFN",
  "method": "ωB97M-V/def2-TZVPD",
  "symbols": ["Cl", "F", "N", "C", "C", "C", "H", "H", "H", "H", "H"],
  "coordinates": [[2.9455, -0.4908, -0.0522], [1.4418, 1.6242, 0.0206], [-0.9650, -0.9915, -0.3583], [-0.0224, -0.1608, 0.3980], [-1.3330, 0.4048, -0.1081], [1.2448, 0.2356, -0.2425], [0.1476, -0.7728, 1.4897], [-1.5076, 0.9086, -1.0639], [1.0867, 0.3638, -1.2316], [-1.1880, -1.8740, 0.2306], [-1.8505, 0.7529, 0.9178]],
  "nbo_charge": [-0.08, -0.38, -0.61, -0.14, -0.25, 0.22, 0.21, 0.24, 0.18, 0.38, 0.22],
  "smiles": "F[C@@H](Cl)[C@H]1CN1",
  "total_charge": 0,
  "multiplicity": 1,
  "lumo_ev": 0.78,
  "homo_lumo_gap_ev": 11.0
}


No. 18
{
  "formula": "C3H5ClN2O2S",
  "method": "ωB97M-V/def2-TZVPD",
  "symbols": ["Cl", "S", "O", "O", "N", "N", "C", "C", "C", "H", "H", "H", "H", "H"],
  "coordinates": [[-0.4354, 1.2896, 2.5434], [0.8485, -0.4484, 1.7434], [2.5106, -0.4601, -1.5134], [-3.1076, 0.5951, -0.0842], [0.6214, 1.5167, -0.0282], [2.2103, -1.4115, 0.6247], [1.0271, 0.3551, 0.2905], [2.0195, -0.5895, -0.4211], [-3.1404, -0.3689, -0.8155], [0.8490, 1.6503, -1.0872], [2.8038, -2.3391, 0.5836], [-3.8443, -1.2049, -0.7655], [-0.0724, 1.9325, 0.4874], [-2.2900, -0.5169, -1.5578]],
  "nbo_charge": [-0.48, 0.60, -0.59, -0.49, -0.66, -0.81, 0.06, 0.58, 0.27, 0.43, 0.42, 0.12, 0.45, 0.09],
  "total_charge": 0,
  "multiplicity": 1,
  "lumo_ev": -0.74,
  "homo_lumo_gap_ev": 8.6
}


No. 19
{
  "formula": "C3H5ClN2O3",
  "method": "ωB97M-V/def2-TZVPD",
  "symbols": ["Cl", "O", "O", "O", "N", "N", "C", "C", "C", "H", "H", "H", "H", "H"],
  "coordinates": [[0.2358, 0.7605, -1.5031], [1.9779, 1.4913, 0.4936], [-2.8121, -0.5652, 0.1434], [2.2065, -0.3647, 1.5690], [-2.8344, 1.4258, -1.0198], [1.6507, 0.1852, 0.6148], [-2.7788, 0.5259, -0.2427], [0.4327, -1.6654, -0.1042], [0.8804, -0.2588, -0.2847], [0.7126, -1.7063, 0.9797], [2.3271, 1.7782, 1.3194], [-0.6135, -1.7907, -0.3516], [-2.6091, 2.4106, -0.9215], [1.2243, -2.2263, -0.6924]],
  "nbo_charge": [0.05, -0.54, -0.51, -0.53, -0.75, 0.33, 0.85, -0.67, 0.12, 0.27, 0.49, 0.25, 0.42, 0.24],
  "smiles": "C/C(Cl)=[N+](\\[O-])O.N=C=O",
  "total_charge": 0,
  "multiplicity": 1,
  "lumo_ev": 0.42,
  "homo_lumo_gap_ev": 9.4
}


No. 20
{
  "formula": "C3H5ClN2OS",
  "method": "ωB97M-V/def2-TZVPD",
  "symbols": ["Cl", "S", "O", "N", "N", "C", "C", "C", "H", "H", "H", "H", "H"],
  "coordinates": [[1.0229, -1.3223, -1.4137], [0.6790, -2.5762, 1.6822], [-0.3140, 1.2358, -1.2117], [-0.6280, 0.3661, -0.1950], [2.0377, -1.9694, 1.2537], [-0.4565, -1.7383, 0.8204], [-0.8026, 2.5326, -0.9251], [-0.1136, -0.7818, -0.1922], [-0.8254, 3.0602, -1.8769], [-1.8046, 2.4822, -0.4941], [-1.4797, -1.8729, 1.1148], [-0.1343, 3.0494, -0.2276], [2.8191, -2.4654, 1.6650]],
  "nbo_charge": [0.00, 1.00, -0.36, -0.13, -1.00, -0.59, -0.25, 0.15, 0.20, 0.19, 0.26, 0.18, 0.37],
  "total_charge": 0,
  "multiplicity": 1,
  "lumo_ev": -0.58,
  "homo_lumo_gap_ev": 8.1
}


| no. | total energy (hartree) | maximum force (eV/Å) |
| --- | --- | --- |
| 1 | -2766.3384 | 5.4 |
| 2 | -2766.4080 | 4.3 |
| 3 | -2766.4851 | 5.3 |
| 4 | -3183.1819 | 3.8 |
| 5 | -3164.6255 | 4.8 |
| 6 | -3164.6675 | 4.6 |
| 7 | -3089.4211 | 9.5 |
| 8 | -577.3713 | 5.1 |
| 9 | -577.4140 | 4.9 |
| 10 | -577.4436 | 3.1 |
| 11 | -1137.5440 | 4.1 |
| 12 | -1137.5087 | 3.9 |
| 13 | -1092.2181 | 3.5 |
| 14 | -1736.9331 | 2.9 |
| 15 | -1812.2269 | 5.8 |
| 16 | -3338.3046 | 15.8 |
| 17 | -732.0035 | 4.4 |
| 18 | -1235.6063 | 6.7 |
| 19 | -912.6008 | 2.9 |
| 20 | -1160.3014 | 1.9 |